{"formula": "C10H9I2LuN3O4RhS", "method": "wB97M-V/def2-TZVPD", "charge": 4, "orbital_gap_ev": [3.87, 5.87], "spin_multiplicity": 5, "de_lowest_kcal_mol": 42.7, "lumo_energy_ev": [-16.714, -17.160], "s2": 6.04, "species": ["I", "I", "Lu", "Rh", "S", "C", "C", "C", "C", "C", "C", "C", "C", "O", "O", "O", "O", "H", "H", "H", "H", "H", "H", "H", "H", "H", "N", "C", "N", "C", "N"], "xyz": [[3.617, -0.363, 1.162], [3.490, 1.988, -0.028], [0.575, 0.601, 0.681], [-0.219, -1.816, -0.605], [1.287, -0.622, -2.127], [-1.909, -1.702, -1.283], [-0.741, -2.184, 1.126], [0.729, -0.136, -3.815], [1.652, 0.913, -4.414], [-0.683, 0.394, -3.802], [0.747, -1.391, -4.671], [-1.170, 2.390, 1.584], [-1.535, 1.165, -0.556], [-1.085, -2.603, 2.159], [-3.005, -1.682, -1.653], [-2.070, 2.963, 2.038], [-2.544, 1.355, -1.090], [1.294, 1.220, -5.403], [2.667, 0.538, -4.543], [1.689, 1.815, -3.802], [-0.977, 0.660, -4.830], [-0.773, 1.299, -3.198], [-1.391, -0.325, -3.393], [0.383, -1.166, -5.674], [0.065, -2.138, -4.253], [1.752, -1.824, -4.725], [0.541, 0.766, 2.825], [0.605, 0.509, 3.979], [0.858, 0.310, 5.193], [0.375, -0.568, 6.028], [0.018, -1.307, 6.881]]}